Molecular formula: C5H10BrN
Method: DFT, ωB97M-V/def2-TZVPD

CARTESIAN COORDINATES (ANGSTROEM)
1 Br -0.57661 3.30713 -0.57571
2 N -0.49594 1.38775 -0.22044
3 C -0.92005 -1.05077 -0.45063
4 C 1.24759 -0.12436 0.61662
5 C 0.36798 1.05679 0.94448
6 C 0.42115 -1.37982 0.19708
7 C -0.88566 0.33653 -1.16048
8 H 0.95537 1.93304 1.21611
9 H -1.67601 -1.02215 0.35965
10 H 1.82343 -0.41768 1.51773
11 H -1.20180 -1.86340 -1.15134
12 H -0.13034 0.27999 -1.94439
13 H -0.29254 0.83851 1.79457
14 H 1.04979 -2.05541 -0.47695
15 H 0.18966 -1.97122 1.07490
16 H 1.96444 0.14316 -0.15986
17 H -1.84047 0.60189 -1.58134

- Kohn-Sham gap: 8.369 eV
- SMILES: BrN1CCCCC1
- Lowest unoccupied orbital energy: 0.012 hartree

---

Molecular formula: C19H23AgBrN3PSe2
Method: DFT, ωB97M-V/def2-TZVPD

CARTESIAN COORDINATES (ANGSTROEM)
1 Ag 0.04005 0.18048 -0.05087
2 Br -1.18118 -2.06471 -1.77247
3 Se 3.17569 0.30751 0.45425
4 Se 2.23143 2.35653 0.89715
5 P -2.01873 1.68256 -0.22517
6 N -0.06697 -2.14580 0.72454
7 N 1.61381 0.22237 -1.87391
8 N 0.31985 0.87461 2.33458
9 C 0.65458 -4.63084 3.45253
10 C -2.99513 1.61998 -1.77171
11 C 0.47152 2.37594 4.66701
12 C -0.36571 1.26910 4.58507
13 C 1.38460 0.13764 -3.18064
14 C 0.33430 -2.70584 1.86038
15 C -0.63195 -2.93270 -0.17720
16 C 0.18985 -4.06040 2.15337
17 C 1.23328 2.71259 3.56207
18 C 3.96011 0.09074 -2.30918
19 C -0.41397 0.55962 3.39696
20 C 1.12710 1.91990 2.42557
21 C -0.42616 -4.85623 1.19057
22 C 2.87160 0.19715 -1.45620
23 C 2.39914 0.00840 -4.11374
24 C -3.31785 1.38871 1.03412
25 C -0.84233 -4.28916 -0.00276
26 C 3.71500 -0.01057 -3.66947
27 C -1.75997 3.48658 -0.04097
28 H -2.70663 4.02467 -0.08091
29 H -2.36260 1.92547 -2.60292
30 H 0.53083 -5.71100 3.46280
31 H -0.95920 0.95966 5.43089
32 H -1.11357 3.83693 -0.84327
33 H 0.08082 -4.20855 4.27686
34 H 4.53560 -0.09829 -4.36417
35 H -4.16285 2.05767 0.87605
36 H 4.96240 0.09209 -1.90483
37 H 0.54227 2.95554 5.57572
38 H 0.78658 -2.03466 2.57701
39 H 2.16118 -0.06772 -5.16322
40 H -1.31508 -4.87681 -0.77295
41 H -3.65953 0.35774 0.96912
42 H -3.33240 0.60032 -1.94898
43 H -1.06806 -0.29583 3.28062
44 H 1.70350 -4.40276 3.63451
45 H -1.27150 3.68770 0.91117
46 H -0.58174 -5.90953 1.36919
47 H -3.85705 2.28309 -1.71083
48 H 1.91547 3.55065 3.56681
49 H -2.90231 1.55795 2.02554
50 H 0.34446 0.15302 -3.47757

- Kohn-Sham gap: 7.878 eV
- Total charge: +1
- Lowest unoccupied orbital energy: -0.105 hartree

---

Q: Kohn-Sham gap of number 1 (C5H10BrN)?
A: 8.369 eV

---

Copy entry 2 word for word.
Molecular formula: C19H23AgBrN3PSe2
Method: DFT, ωB97M-V/def2-TZVPD

CARTESIAN COORDINATES (ANGSTROEM)
1 Ag 0.04005 0.18048 -0.05087
2 Br -1.18118 -2.06471 -1.77247
3 Se 3.17569 0.30751 0.45425
4 Se 2.23143 2.35653 0.89715
5 P -2.01873 1.68256 -0.22517
6 N -0.06697 -2.14580 0.72454
7 N 1.61381 0.22237 -1.87391
8 N 0.31985 0.87461 2.33458
9 C 0.65458 -4.63084 3.45253
10 C -2.99513 1.61998 -1.77171
11 C 0.47152 2.37594 4.66701
12 C -0.36571 1.26910 4.58507
13 C 1.38460 0.13764 -3.18064
14 C 0.33430 -2.70584 1.86038
15 C -0.63195 -2.93270 -0.17720
16 C 0.18985 -4.06040 2.15337
17 C 1.23328 2.71259 3.56207
18 C 3.96011 0.09074 -2.30918
19 C -0.41397 0.55962 3.39696
20 C 1.12710 1.91990 2.42557
21 C -0.42616 -4.85623 1.19057
22 C 2.87160 0.19715 -1.45620
23 C 2.39914 0.00840 -4.11374
24 C -3.31785 1.38871 1.03412
25 C -0.84233 -4.28916 -0.00276
26 C 3.71500 -0.01057 -3.66947
27 C -1.75997 3.48658 -0.04097
28 H -2.70663 4.02467 -0.08091
29 H -2.36260 1.92547 -2.60292
30 H 0.53083 -5.71100 3.46280
31 H -0.95920 0.95966 5.43089
32 H -1.11357 3.83693 -0.84327
33 H 0.08082 -4.20855 4.27686
34 H 4.53560 -0.09829 -4.36417
35 H -4.16285 2.05767 0.87605
36 H 4.96240 0.09209 -1.90483
37 H 0.54227 2.95554 5.57572
38 H 0.78658 -2.03466 2.57701
39 H 2.16118 -0.06772 -5.16322
40 H -1.31508 -4.87681 -0.77295
41 H -3.65953 0.35774 0.96912
42 H -3.33240 0.60032 -1.94898
43 H -1.06806 -0.29583 3.28062
44 H 1.70350 -4.40276 3.63451
45 H -1.27150 3.68770 0.91117
46 H -0.58174 -5.90953 1.36919
47 H -3.85705 2.28309 -1.71083
48 H 1.91547 3.55065 3.56681
49 H -2.90231 1.55795 2.02554
50 H 0.34446 0.15302 -3.47757

- Kohn-Sham gap: 7.878 eV
- Total charge: +1
- Lowest unoccupied orbital energy: -0.105 hartree